Version A
16
Properties=species:S:1:pos:R:3 method="wB97M-V/def2-TZVPD" smiles=C1OCS[C@@H]2C[C@@H]2S1
C -1.284 0.897 1.212
O -2.191 0.054 0.537
C -1.627 -0.734 -0.483
S -0.666 0.157 -1.740
C 0.971 0.287 -1.017
C 1.782 -0.819 -0.426
C 1.355 0.345 0.444
S 0.233 0.079 1.815
H -0.975 1.777 0.575
H -1.821 1.246 2.057
H -1.030 -1.525 -0.083
H -2.483 -1.146 -0.999
H 1.555 1.003 -1.644
H 1.241 -1.773 -0.246
H 2.824 -0.906 -0.691
H 2.117 1.059 0.690

---

Version B
16
Properties=species:S:1:pos:R:3 method="wB97M-V/def2-TZVPD" smiles="C[C@@]1(OC=S)C[C@H]1S"
C 0.018 0.523 1.433
C -0.032 0.490 -0.058
O -1.323 0.746 -0.611
C -2.286 -0.201 -0.517
S -2.126 -1.727 -0.067
C 1.187 0.998 -0.738
C 0.903 -0.472 -0.833
S 2.006 -1.646 -0.141
H 0.005 1.511 1.815
H 0.988 0.086 1.810
H -0.870 -0.030 1.867
H -3.246 0.245 -0.758
H 1.230 1.624 -1.639
H 2.051 1.175 -0.081
H 0.437 -0.808 -1.759
H 1.057 -2.513 0.277

---

The relative energies come out as version A 0.0; version B 3.8, with values in kcal/mol.

---

Version A
11
Properties=species:S:1:pos:R:3 method="wB97M-V/def2-TZVPD" total_charge=-1
O -1.185 -1.659 -1.534
H -0.975 -0.763 -1.191
C -0.205 0.542 1.667
C 0.115 0.989 0.402
C 0.868 0.290 -0.550
H -0.573 1.148 2.485
H -0.303 -2.047 -1.451
H 0.111 -0.463 1.938
H -0.262 1.956 0.065
H 0.988 0.605 -1.581
H 1.422 -0.596 -0.248

---

Version B
11
Properties=species:S:1:pos:R:3 method="wB97M-V/def2-TZVPD" total_charge=-1
C 1.089 1.705 -0.914
O 0.389 0.945 -0.032
H 2.077 2.075 -0.526
H 1.368 1.163 -1.845
H 0.563 2.638 -1.247
C -1.352 -1.347 0.276
C -0.578 -1.456 1.347
H -1.177 -0.541 -0.427
H -2.007 -2.146 -0.081
H 0.136 -0.659 1.527
H -0.508 -2.376 1.923

---

The relative energies come out as version A 0.0; version B 12.5, with values in kcal/mol.

---

Version A
Computed, not measured: a single C3H3NO3 molecule, with ωB97M-V with the def2-TZVPD basis set.

```
10
C3H3NO3 (ωB97M-V with the def2-TZVPD basis set)
C -0.294 1.640 0.867
C 0.569 -0.691 0.740
C -0.158 -0.022 -1.383
N 0.148 0.427 1.222
O 0.381 1.460 2.111
O 0.202 -1.067 -0.530
O -0.425 -0.592 -2.517
H -1.306 1.862 0.867
H 1.225 -1.408 1.144
H -0.342 -1.608 -2.519
```

---

Version B
10
Properties=species:S:1:pos:R:3 method="wB97M-V/def2-TZVPD" smiles=Oc1cnc(O)o1
O 2.101 -0.959 -0.012
C 0.956 -0.312 -0.059
C 0.612 0.967 -0.091
N -0.898 0.957 0.023
C -1.126 -0.337 -0.021
O -2.404 -0.864 -0.025
O -0.094 -1.199 -0.101
H 2.690 -0.071 0.448
H 1.175 1.867 -0.283
H -3.013 -0.048 0.119

---

The relative energies come out as version A 162.4; version B 0.0, with values in kcal/mol.